Record 1
ORCA calculation (ωB97M-V/def2-TZVPD) on a structure of composition C31H49B2CoN14O in a non-equilibrium geometry.

```
! wB97M-V def2-TZVPD RIJCOSX def2/J DEFGRID3
* xyz 1 4
Co 0.05 -0.34 -0.19
C 3.88 2.78 1.47
C 2.56 2.54 0.74
C 2.14 3.80 -0.02
C 1.51 2.10 1.73
C 1.28 2.74 2.97
C 0.37 1.95 3.61
N 0.08 0.90 2.79
N 0.78 1.01 1.62
B -0.91 -0.09 3.10
N -2.98 1.32 1.88
C -2.73 2.69 1.67
C -2.38 3.19 0.49
C -2.23 2.31 -0.71
N -2.96 1.08 -0.58
C -2.64 3.00 -2.02
C -2.37 2.11 -3.23
C -4.13 3.37 -1.94
N -1.02 -1.34 2.40
C -1.68 -2.43 2.91
C -1.37 -3.52 2.16
C -0.48 -3.05 1.17
N -0.31 -1.74 1.29
C 0.26 -3.89 0.19
C -0.72 -4.74 -0.63
C 1.26 -4.78 0.94
H 4.70 2.84 0.75
H 3.86 3.73 2.01
H 4.10 1.99 2.18
H 2.69 1.73 0.03
H 1.89 4.61 0.67
H 2.96 4.13 -0.66
H 1.27 3.61 -0.65
H 1.74 3.64 3.34
H -0.08 2.03 4.58
H -1.40 -0.05 4.18
H -2.85 3.32 2.54
H -2.18 4.24 0.36
H -2.04 3.91 -2.09
H -2.98 1.21 -3.18
H -2.62 2.65 -4.15
H -1.32 1.82 -3.28
H -4.72 2.47 -1.79
H -4.32 4.06 -1.11
H -4.44 3.85 -2.86
H -2.30 -2.33 3.79
H -1.70 -4.53 2.31
H 0.81 -3.24 -0.48
H -1.19 -5.51 -0.01
H -1.51 -4.12 -1.06
H -0.19 -5.24 -1.44
H 0.76 -5.41 1.67
H 1.78 -5.42 0.23
H 2.01 -4.17 1.46
B -2.79 -1.75 -2.03
N -2.83 -1.32 -0.54
C -4.05 -1.44 0.06
C -4.38 -0.40 0.83
C -3.26 0.55 0.73
N -2.23 -0.12 -0.10
N -1.35 -1.78 -2.56
C -1.06 -2.23 -3.79
C 0.30 -2.45 -3.88
C 0.78 -2.08 -2.63
N -0.22 -1.67 -1.84
H -3.24 -2.87 -2.06
H -3.44 -0.98 -2.70
H -4.63 -2.33 -0.16
H -5.25 -0.26 1.46
H -3.66 1.15 2.61
H -1.85 -2.39 -4.51
H 0.86 -2.82 -4.72
H 1.79 -2.14 -2.26
C 4.96 -1.71 2.29
C 3.54 -1.36 2.69
N 2.71 -1.34 1.50
C 3.11 -0.77 0.33
N 2.20 -0.43 -0.55
C 2.67 0.14 -1.81
C 3.97 -0.50 -2.25
C 4.99 -0.24 -1.16
N 4.45 -0.67 0.12
C 5.41 -0.73 1.23
H 4.98 -2.73 1.89
H 5.63 -1.66 3.15
H 3.52 -0.38 3.21
H 3.13 -2.10 3.38
H 1.72 -1.30 1.63
H 2.82 1.22 -1.70
H 1.89 0.02 -2.56
H 4.31 -0.08 -3.20
H 3.84 -1.57 -2.38
H 5.26 0.82 -1.13
H 5.90 -0.82 -1.35
H 5.53 0.27 1.67
H 6.37 -1.03 0.82
O -0.71 2.13 -0.80
N -0.17 1.05 -1.19
*
```

HOMO-LUMO gap (alpha / beta) ... 7.514 / 6.978 eV
Relative energy (zero: lowest compared OMol25 entry of this formula, charge and spin) ... 18.5 kcal/mol
⟨S²⟩ ... 3.928
HOMO (alpha / beta) ... -0.37178 / -0.37368 Ha

=====

Record 2
ORCA calculation (ωB97M-V/def2-TZVPD) on a structure of composition C36H46AsBrN4RuSi in a non-equilibrium geometry.

```
! wB97M-V def2-TZVPD RIJCOSX def2/J DEFGRID3
* xyz 1 2
Ru 0.48 0.06 -0.37
C -5.13 -0.72 0.26
C -3.83 -0.50 0.97
C -3.67 -0.70 2.34
C -2.45 -0.46 2.94
C -1.41 -0.07 2.13
Br 0.26 0.34 2.89
N -1.50 0.08 0.81
C -2.70 -0.11 0.26
H -5.94 -0.90 0.96
H -5.06 -1.58 -0.40
H -5.39 0.14 -0.35
H -4.52 -1.01 2.94
H -2.31 -0.57 4.01
H -2.77 0.06 -0.80
C -0.59 -0.75 -8.77
C -0.89 -0.89 -7.31
C 0.02 -1.49 -6.45
C -0.24 -1.64 -5.09
C 0.86 -2.25 -4.26
C -1.46 -1.20 -4.57
As -1.96 -1.35 -2.69
N -0.34 -0.48 -2.07
C 0.03 0.64 -2.78
C -0.80 1.59 -3.42
C -0.25 2.72 -3.98
C 1.13 2.97 -3.91
C 1.96 2.07 -3.29
C 1.41 0.90 -2.76
C -1.76 -3.29 -2.38
C -2.41 -4.08 -3.34
C -3.24 -3.53 -4.46
C -2.34 -5.47 -3.25
C -1.65 -6.11 -2.23
C -1.53 -7.61 -2.17
C -1.10 -5.31 -1.24
C -1.16 -3.93 -1.28
C -0.69 -3.21 -0.06
C -2.39 -0.59 -5.43
C -3.74 -0.08 -5.01
C -2.08 -0.45 -6.78
H 0.42 -1.05 -9.00
H -0.72 0.28 -9.10
H -1.27 -1.37 -9.37
H 0.96 -1.84 -6.84
H 1.50 -2.86 -4.89
H 0.49 -2.87 -3.45
H 1.47 -1.47 -3.81
H -1.88 1.42 -3.46
H -0.90 3.43 -4.48
H 1.54 3.86 -4.37
H 3.03 2.24 -3.24
H 2.05 0.09 -2.40
H -3.80 -2.63 -4.18
H -3.97 -4.28 -4.77
H -2.63 -3.28 -5.34
H -2.84 -6.06 -4.00
H -2.21 -8.08 -2.88
H -1.76 -7.98 -1.18
H -0.52 -7.92 -2.42
H -0.62 -5.78 -0.39
H -0.02 -3.85 0.52
H -1.52 -2.93 0.58
H -0.13 -2.29 -0.32
H -3.91 -0.09 -3.93
H -4.53 -0.69 -5.46
H -3.89 0.93 -5.37
H -2.81 0.03 -7.43
N 0.33 3.17 -0.69
C 0.90 4.36 -0.45
C 1.88 4.16 0.49
C 1.84 2.79 0.76
N 0.89 2.20 0.04
H -0.38 2.94 -1.37
H 0.56 5.24 -0.96
H 2.53 4.90 0.92
H 2.44 2.21 1.44
C 2.52 -2.00 1.71
Si 2.47 -1.18 0.03
C 2.64 -2.47 -1.32
C 3.95 -0.03 -0.11
H 3.39 -2.67 1.71
H 1.64 -2.60 1.93
H 2.65 -1.29 2.52
H 3.40 -3.19 -1.00
H 2.99 -2.02 -2.25
H 1.73 -3.02 -1.53
H 4.86 -0.59 0.12
H 3.91 0.81 0.58
H 4.06 0.37 -1.12
*
```

HOMO-LUMO gap (alpha / beta) ... 6.626 / 6.969 eV
⟨S²⟩ ... 0.773
HOMO (alpha / beta) ... -0.36771 / -0.36605 Ha

=====

Record 3
ORCA calculation (ωB97M-V/def2-TZVPD) on a cluster of 3 separate species, C10H18Br7NO2P2 in total in a non-equilibrium geometry.

```
! wB97M-V def2-TZVPD RIJCOSX def2/J DEFGRID3
* xyz 0 1
C 3.15 -0.22 1.40
C 2.23 0.66 0.41
O 1.49 0.11 -0.43
N 2.32 2.13 0.62
C 2.98 2.71 -0.59
P 0.75 2.86 0.96
C -0.32 1.53 1.77
Br 0.30 0.81 3.53
C -1.50 1.03 1.20
C -2.03 1.55 -0.22
Br -2.59 -0.34 2.12
P 0.94 4.37 2.58
O 0.44 5.84 1.85
Br 3.13 4.40 3.14
H 4.22 -0.12 1.05
H 2.97 0.24 2.44
H 2.82 -1.32 1.41
H 3.62 1.88 -1.06
H 2.26 3.05 -1.40
H 3.73 3.52 -0.28
H -1.65 0.82 -1.02
H -3.17 1.53 -0.17
H -1.70 2.60 -0.48
H -0.26 5.56 1.20
Br 1.02 -3.32 2.31
C -0.05 -4.64 1.36
C -1.47 -4.17 1.18
Br -2.49 -4.34 2.83
H 0.02 -5.57 1.92
H 0.44 -4.77 0.39
H -2.00 -4.80 0.45
H -1.54 -3.13 0.87
Br -0.57 -1.31 -2.44
C -1.76 -1.90 -3.87
C -2.72 -0.81 -4.26
Br -4.16 -0.62 -2.96
H -2.26 -2.80 -3.51
H -1.11 -2.16 -4.70
H -3.22 -1.05 -5.20
H -2.25 0.17 -4.36
*
```

HOMO-LUMO gap ... 7.822 eV
Relative energy (zero: lowest compared OMol25 entry of this formula, charge and spin) ... 47.2 kcal/mol
HOMO ... -0.29925 Ha

=====

Record 4
ORCA calculation (ωB97M-V/def2-TZVPD) on a structure of composition C37H29BrGeN4O3Pt.

```
! wB97M-V def2-TZVPD RIJCOSX def2/J DEFGRID3
* xyz -2 1
Pt -1.01 -1.24 1.82
O -0.70 -5.25 1.31
C -0.98 -4.04 1.34
N -0.24 -3.03 1.74
C 1.09 -3.16 2.28
C 1.71 -1.79 2.41
C 3.06 -1.67 2.58
C 3.59 -0.36 2.83
C 2.79 0.72 2.80
C 1.35 0.67 2.36
N 0.84 -0.75 2.40
C -2.34 -3.56 0.88
C -3.24 -4.44 0.30
C -4.47 -3.95 -0.13
C -4.76 -2.61 0.05
C -3.82 -1.79 0.66
N -2.63 -2.26 1.07
H 1.71 -3.81 1.64
H 1.04 -3.64 3.27
H 3.69 -2.56 2.57
H 4.65 -0.24 3.05
H 3.18 1.71 2.99
H 0.74 1.21 3.10
H -2.94 -5.47 0.20
H -5.19 -4.61 -0.60
H -5.70 -2.18 -0.26
H -4.00 -0.75 0.85
C 1.15 1.40 1.06
Ge 1.45 0.72 -0.65
C 0.23 1.74 -1.83
C -1.14 1.73 -1.55
C -2.04 2.49 -2.29
C -1.59 3.27 -3.34
C -0.24 3.30 -3.64
C 0.66 2.53 -2.90
C 1.17 -1.18 -1.17
C -0.03 -1.64 -1.72
C -0.25 -2.99 -1.98
C 0.74 -3.92 -1.69
C 1.94 -3.48 -1.15
C 2.15 -2.13 -0.90
C 3.28 1.03 -1.40
C 3.72 0.44 -2.58
C 4.99 0.70 -3.09
C 5.84 1.56 -2.41
C 5.42 2.15 -1.22
C 4.15 1.88 -0.73
H 0.22 1.96 1.03
H -1.50 1.14 -0.71
H -3.10 2.47 -2.03
H -2.29 3.88 -3.91
H 0.12 3.92 -4.45
H 1.71 2.57 -3.14
H -0.83 -0.93 -1.94
H -1.20 -3.31 -2.39
H 0.56 -4.97 -1.85
H 2.72 -4.20 -0.90
H 3.09 -1.82 -0.47
H 3.07 -0.25 -3.11
H 5.31 0.23 -4.01
H 6.84 1.76 -2.80
H 6.09 2.81 -0.68
H 3.80 2.33 0.20
Br -1.80 5.71 -0.05
C -2.88 4.56 1.00
C -4.11 5.01 1.47
N -4.92 4.25 2.20
C -4.51 3.01 2.47
C -3.30 2.47 2.04
C -2.45 3.28 1.30
C -2.95 1.02 2.34
O -3.76 0.34 2.97
O -1.85 0.67 1.82
H -4.44 6.02 1.24
H -5.18 2.38 3.05
H -1.50 2.90 0.97
*
```

HOMO-LUMO gap ... 4.423 eV
HOMO ... -0.01068 Ha

=====

Record 5
ORCA calculation (ωB97M-V/def2-TZVPD) on a cluster of 2 separate species, C4H8N3OS in total in a non-equilibrium geometry.

```
! wB97M-V def2-TZVPD RIJCOSX def2/J DEFGRID3
* xyz 1 1
C 0.63 -0.16 2.32
C 0.77 -1.02 0.00
C 0.53 -1.17 1.30
C 1.26 1.25 0.41
N 0.97 1.11 1.68
N 1.09 0.23 -0.48
N 0.71 -1.91 -0.99
O 0.40 -0.11 3.50
S -2.11 0.73 -0.34
H -3.07 0.12 -0.85
H 0.27 -2.21 1.71
H 1.56 2.20 0.14
H 1.16 1.85 2.27
H 1.49 0.44 -1.41
H 0.37 -2.88 -0.82
H 0.27 -1.66 -1.93
H -2.40 1.99 -0.53
*
```

HOMO-LUMO gap ... 8.920 eV
Relative energy (zero: lowest compared OMol25 entry of this formula, charge and spin) ... 20.3 kcal/mol
HOMO ... -0.48962 Ha

=====

Record 6
ORCA calculation (ωB97M-V/def2-TZVPD) on a cluster of 2 separate species, H3IP2S in total in a non-equilibrium geometry.

```
! wB97M-V def2-TZVPD RIJCOSX def2/J DEFGRID3
* xyz 0 1
P 3.39 0.22 -0.74
P 2.55 0.25 1.18
S -3.52 0.49 0.63
I -1.71 -0.54 -0.54
H 2.45 -0.39 -1.55
H 1.45 -0.78 1.43
H -4.60 0.75 -0.41
*
```

HOMO-LUMO gap ... 7.839 eV
Relative energy (zero: lowest compared OMol25 entry of this formula, charge and spin) ... 53.8 kcal/mol
HOMO ... -0.33524 Ha

=====

Record 7
ORCA calculation (ωB97M-V/def2-TZVPD) on a structure of composition C17H23O3Ru in a non-equilibrium geometry.

```
! wB97M-V def2-TZVPD RIJCOSX def2/J DEFGRID3
* xyz -2 6
Ru -0.24 1.23 0.05
C 0.49 3.14 0.20
C 0.83 2.53 1.46
C 1.78 1.50 1.19
H 0.53 2.90 2.43
C 2.07 1.49 -0.20
C 1.24 2.47 -0.83
H 1.24 2.71 -1.89
H -0.14 4.01 0.08
H 2.24 0.86 1.94
H 2.78 0.85 -0.71
C -2.11 1.85 -0.51
C -1.47 2.27 -1.75
C -1.14 1.12 -2.53
H -1.35 3.31 -2.06
C -1.56 -0.04 -1.80
C -2.18 0.38 -0.55
H -2.74 -0.25 0.13
H -2.69 2.48 0.15
H -0.65 1.10 -3.50
H -1.51 -1.06 -2.16
O 0.38 -1.15 -0.66
C 0.97 -2.39 -1.17
C 1.08 -2.95 0.29
C 2.14 -1.93 -1.95
C -0.02 -3.22 -1.97
C 0.25 -1.82 0.77
H 2.07 -2.77 0.63
H 0.65 -3.90 0.47
H -0.82 -2.00 0.87
H 0.58 -1.25 1.68
H 2.89 -2.70 -2.07
H 2.60 -1.04 -1.53
H 1.82 -1.74 -2.98
H 0.32 -4.26 -2.10
H -0.12 -2.88 -3.00
H -1.00 -3.27 -1.49
C -1.21 0.29 4.21
O -0.60 0.32 2.89
C -1.19 1.16 2.00
O -2.20 1.83 2.36
H -1.08 1.27 4.70
H -0.66 -0.48 4.76
H -2.27 0.03 4.15
*
```

HOMO-LUMO gap (alpha / beta) ... 2.108 / 6.235 eV
Relative energy (zero: lowest compared OMol25 entry of this formula, charge and spin) ... 0.0 kcal/mol
⟨S²⟩ ... 8.783
HOMO (alpha / beta) ... 0.11461 / -0.04200 Ha

=====

Record 8
ORCA calculation (ωB97M-V/def2-TZVPD) on the molecule C18H17ClN2O4.

```
! wB97M-V def2-TZVPD RIJCOSX def2/J DEFGRID3
* xyz 0 1
C 3.89 2.63 0.88
C 4.54 2.41 -0.45
C 5.75 3.02 -0.74
C 6.38 2.85 -1.96
C 5.78 2.04 -2.91
Cl 6.55 1.80 -4.44
C 4.58 1.41 -2.66
C 3.95 1.59 -1.43
N 2.73 0.98 -1.14
C 1.98 0.13 -1.90
O 2.29 -0.27 -3.00
C 0.72 -0.31 -1.24
C 0.01 0.47 -0.33
C -1.17 0.00 0.24
C -1.65 -1.26 -0.10
N -2.82 -1.79 0.44
C -3.66 -1.25 1.38
O -3.50 -0.17 1.91
C -4.85 -2.15 1.67
C -5.64 -1.63 2.87
C -6.96 -2.33 3.06
O -7.43 -2.65 4.12
O -7.61 -2.53 1.90
C -0.95 -2.03 -1.03
C 0.21 -1.56 -1.59
H 4.51 3.28 1.50
H 2.92 3.10 0.77
H 3.76 1.69 1.42
H 6.21 3.65 0.00
H 7.33 3.33 -2.17
H 4.12 0.78 -3.41
H 2.38 1.17 -0.21
H 0.34 1.46 -0.07
H -1.71 0.62 0.93
H -3.08 -2.70 0.08
H -5.49 -2.17 0.79
H -4.50 -3.17 1.87
H -5.84 -0.57 2.72
H -5.06 -1.73 3.79
H -8.47 -2.95 2.07
H -1.33 -3.01 -1.30
H 0.75 -2.15 -2.31
*
```

HOMO-LUMO gap ... 8.844 eV
Relative energy (zero: lowest compared OMol25 entry of this formula, charge and spin) ... 1.0 kcal/mol
HOMO ... -0.31263 Ha

=====

Repeat the sixth record exactly.
ORCA calculation (ωB97M-V/def2-TZVPD) on a cluster of 2 separate species, H3IP2S in total in a non-equilibrium geometry.

```
! wB97M-V def2-TZVPD RIJCOSX def2/J DEFGRID3
* xyz 0 1
P 3.39 0.22 -0.74
P 2.55 0.25 1.18
S -3.52 0.49 0.63
I -1.71 -0.54 -0.54
H 2.45 -0.39 -1.55
H 1.45 -0.78 1.43
H -4.60 0.75 -0.41
*
```

HOMO-LUMO gap ... 7.839 eV
Relative energy (zero: lowest compared OMol25 entry of this formula, charge and spin) ... 53.8 kcal/mol
HOMO ... -0.33524 Ha